Record 1
{"formula": "C2H9N3O2S", "method": "ωB97M-V with the def2-TZVPD basis set", "elements": ["N", "O", "C", "N", "H", "H", "H", "H", "N", "H", "S", "H", "C", "H", "H", "H", "O"], "coordinates": [[0.527944, -0.897194, -1.212996], [-1.434926, 1.026041, 1.061104], [1.354893, 0.129338, 0.795853], [1.012713, -1.004661, -0.071552], [1.465855, -2.765890, 1.233221], [-1.833598, 3.251488, -0.438938], [-1.857494, 2.648550, -1.890952], [-0.281648, -1.890758, 1.359688], [-1.572543, 2.452842, -1.040854], [0.753239, 0.060123, -1.739305], [-2.054430, 0.861918, -0.245710], [2.291412, -0.049836, 1.305352], [0.647721, -2.178052, 0.622194], [1.640134, 1.069990, 0.183760], [0.248765, -2.823185, -0.085633], [0.350578, 0.422427, 1.210009], [-1.258615, -0.313141, -1.045241]], "forces_ev_per_angstrom": [[0.391, 2.267, -2.736], [0.110, 0.413, 0.753], [-0.159, 2.259, -2.261], [1.668, 1.481, 0.667], [-1.330, 1.745, -1.216], [0.227, -0.959, -0.087], [-2.026, 0.514, -5.409], [2.332, -0.687, -1.543], [1.991, -1.665, 6.234], [-0.428, -2.403, 1.951], [1.057, -0.946, -2.400], [-0.478, -0.465, 1.020], [-1.150, -0.975, 4.268], [-0.631, -1.640, 0.339], [-0.686, -1.356, -1.216], [1.123, -0.207, 0.802], [-2.009, 2.624, 0.836]], "largest_force_ha_per_bohr": 0.131, "orbital_gap_ha": [0.322, 0.322], "total_energy_ev": -21615.817, "homo_energy_ha": [-0.308, -0.308]}



Record 2
{"formula": "C22H38AsGeN5PS4Ti", "method": "ωB97M-V with the def2-TZVPD basis set", "elements": ["C", "S", "H", "H", "S", "C", "H", "C", "Ge", "H", "N", "C", "C", "H", "H", "N", "H", "H", "H", "H", "H", "C", "H", "C", "S", "S", "H", "C", "C", "P", "H", "H", "H", "C", "N", "N", "H", "H", "H", "H", "N", "C", "H", "H", "As", "H", "C", "C", "H", "H", "H", "H", "H", "C", "H", "C", "C", "H", "H", "H", "H", "C", "H", "H", "H", "C", "Ti", "C", "H", "C", "C", "H", "C"], "coordinates": [[-5.274486, 0.964796, 1.414182], [0.395010, 1.864852, 4.033636], [-5.355728, 1.067834, 0.330279], [2.263089, 3.569027, -4.496795], [1.420134, 0.611904, 0.851318], [4.081479, 1.393177, -1.312599], [3.515940, 0.242826, -4.070022], [1.144166, -2.358592, 2.983317], [-3.742328, -0.177946, 1.835184], [3.925178, 1.627719, -0.257634], [2.906627, 3.831422, -2.535777], [5.088566, 2.259101, -3.344607], [-1.328335, -0.501551, -2.108332], [-2.883645, -2.038183, -2.108308], [-1.545411, 0.845551, 2.420168], [0.909566, -2.969393, 1.658725], [-0.524381, -1.210552, -2.296084], [2.191202, -2.550319, 3.237049], [-5.098256, 1.961650, 1.821134], [1.722551, 3.164106, -0.947529], [-3.417223, 0.204751, 4.356057], [0.217549, -2.991064, 4.011318], [-0.813991, -2.721235, 3.763796], [-2.697165, -0.971578, -2.193011], [2.565072, 3.758775, 1.885270], [-2.155770, 2.206354, 0.498379], [-2.045162, 2.778136, -2.980954], [-3.732449, -0.128862, -2.409305], [0.366830, -4.515530, 4.008621], [2.398780, 1.105484, -2.066234], [5.563934, 1.281931, -3.472283], [-0.137571, 1.231353, -2.733929], [0.284909, -6.167573, 2.586883], [-2.232638, 1.745891, -2.701378], [-0.715549, -1.605516, 0.421797], [3.892697, 2.302712, -4.188298], [1.376303, -4.781192, 4.346002], [4.662980, 0.467515, -1.371246], [1.009008, -1.279358, 2.892395], [-3.150761, -1.489956, 3.942037], [4.851535, 2.485766, -1.928331], [4.144270, 3.757499, -1.765136], [4.808116, 4.557329, -2.111844], [3.833152, 4.381566, -4.308802], [0.838098, 2.494290, 2.034806], [-6.207998, 0.562276, 1.816969], [0.022919, -2.362954, 0.894419], [1.081648, -4.414926, 1.605190], [-4.859507, -2.447889, 1.545492], [-4.337108, 1.930886, -2.890090], [-4.432087, -1.795578, -0.055066], [3.908639, 3.904366, -0.710114], [-3.180868, -2.518487, 0.961329], [1.898127, 2.904023, -1.994019], [0.913120, -4.757472, 0.585245], [-4.091498, -1.917099, 0.973199], [-1.102009, 0.921681, -2.349395], [-4.807730, -0.874391, 4.081086], [2.123359, -4.623958, 1.868998], [2.119239, 1.224432, -4.490976], [-0.888615, -4.878480, 2.296930], [-3.498917, 1.275407, -2.685494], [0.959101, 3.044999, -2.533717], [5.777764, 3.032876, -3.700624], [-0.336542, -4.967799, 4.711486], [3.199801, 3.570214, -3.933054], [-0.763741, 0.412748, -0.170715], [0.141857, -5.083375, 2.604791], [0.433187, -2.576064, 4.997396], [2.998876, 1.181075, -3.840326], [-3.793598, -0.624958, 3.755481], [-4.746544, -0.515421, -2.433996], [-2.056767, 0.688952, 1.465661]], "forces_ev_per_angstrom": [[-0.075, 0.130, -0.044], [-0.034, 0.017, -0.108], [-0.022, -0.012, 0.012], [0.008, 0.017, -0.016], [-0.200, 0.531, 0.186], [-0.010, 0.018, -0.001], [0.003, 0.000, -0.014], [-0.083, -0.020, 0.021], [0.217, 0.004, -0.039], [-0.004, -0.041, 0.019], [-0.060, 0.015, 0.014], [-0.054, 0.012, -0.001], [-0.108, 0.142, 0.410], [-0.001, 0.007, 0.131], [0.126, -0.127, -0.034], [0.239, -0.027, -0.006], [-0.048, -0.050, -0.109], [0.014, 0.029, -0.014], [-0.038, -0.013, 0.020], [-0.034, -0.026, 0.012], [-0.012, -0.002, -0.010], [0.026, -0.057, -0.025], [0.005, 0.036, 0.025], [0.354, -0.010, -0.123], [-0.142, 0.085, -0.118], [0.226, -0.309, 0.022], [0.001, 0.022, 0.069], [-0.084, 0.262, -0.126], [-0.036, 0.049, -0.037], [0.231, -0.017, -0.388], [0.022, 0.007, -0.007], [0.008, -0.019, -0.059], [0.003, -0.003, 0.024], [0.246, -0.154, -0.072], [0.154, -0.381, 0.048], [-0.089, -0.049, 0.060], [-0.004, -0.008, 0.007], [0.020, 0.006, 0.001], [0.001, -0.016, 0.011], [-0.009, 0.013, 0.020], [0.032, -0.023, 0.058], [-0.026, -0.034, -0.033], [0.000, 0.013, 0.014], [0.023, -0.007, 0.017], [0.674, -0.374, 0.377], [0.009, -0.014, -0.026], [-0.026, -0.013, 0.170], [-0.101, 0.086, 0.093], [-0.004, -0.005, -0.039], [-0.002, -0.006, -0.010], [0.018, 0.012, 0.008], [0.011, 0.007, 0.007], [-0.016, -0.004, -0.007], [0.063, 0.041, 0.028], [-0.029, 0.012, -0.013], [-0.037, -0.123, -0.019], [-0.005, 0.246, 0.174], [0.018, -0.014, 0.004], [0.005, -0.037, -0.021], [0.006, -0.012, -0.021], [-0.003, -0.046, -0.023], [-0.137, -0.261, 0.054], [-0.012, 0.013, -0.003], [-0.007, 0.009, -0.001], [0.011, -0.013, 0.015], [0.012, -0.045, 0.014], [-0.889, 0.153, -0.687], [0.016, -0.018, 0.015], [-0.021, 0.009, 0.000], [0.074, 0.059, -0.049], [-0.015, -0.005, 0.141], [-0.002, 0.008, 0.004], [-0.395, 0.323, -0.003]], "largest_force_ha_per_bohr": 0.022, "spin_multiplicity": 2, "orbital_gap_ha": [0.159, 0.159], "total_energy_ev": -223981.645, "total_charge": -2, "homo_energy_ha": [-0.010, -0.010], "s2": 0.759}



Record 3
{"formula": "F8N4O16S8V", "method": "ωB97M-V with the def2-TZVPD basis set", "elements": ["O", "O", "O", "O", "N", "N", "O", "O", "O", "O", "O", "V", "S", "S", "O", "O", "O", "S", "F", "O", "N", "S", "F", "O", "S", "N", "O", "F", "O", "F", "F", "S", "F", "S", "F", "F", "S"], "coordinates": [[-13.960050, -23.076444, 4.292198], [-12.985799, -24.840279, -1.961886], [-7.098134, -25.972314, 0.969011], [-8.928523, -26.554905, 4.886579], [-12.522503, -24.794280, 2.767232], [-9.203951, -25.357477, 2.590803], [-9.165793, -20.044810, 2.341678], [-7.898040, -21.447081, 0.571397], [-11.674716, -26.918086, -1.609762], [-11.955450, -24.646168, 5.287178], [-15.191136, -24.501233, 2.766067], [-10.783016, -24.342873, 1.673627], [-11.250275, -21.069597, 0.815651], [-13.929480, -23.899148, 3.114714], [-13.611995, -26.287359, 4.354688], [-6.977550, -25.223122, 3.901059], [-10.300467, -22.891536, -2.100600], [-12.473145, -25.405611, 4.136833], [-8.637943, -24.172187, -0.970565], [-8.053194, -27.830266, 2.196742], [-10.987573, -24.778466, -0.326196], [-8.224941, -26.452895, 1.758158], [-13.692545, -22.746843, 2.026122], [-9.798812, -25.181096, -2.732584], [-10.105102, -24.272177, -1.676881], [-10.435785, -22.312586, 1.350242], [-11.964430, -20.353712, 1.869193], [-9.353699, -26.731994, 0.648126], [-10.676597, -20.343456, -0.295293], [-9.019018, -24.248662, 4.612736], [-11.384590, -26.458535, 3.793348], [-9.031568, -21.339392, 1.572974], [-8.372956, -22.147907, 2.738445], [-12.003883, -25.567463, -1.157874], [-12.431399, -22.038766, 0.130523], [-12.971546, -26.008901, 0.064739], [-8.411840, -25.568148, 3.919242]], "forces_ev_per_angstrom": [[0.605, -1.009, 0.105], [2.088, -0.102, 0.377], [-1.550, 0.493, 1.390], [1.594, 0.916, -2.306], [-2.834, 3.904, -1.699], [2.135, -2.175, -1.601], [-0.692, -2.787, -2.994], [-4.223, 0.543, 2.026], [0.583, 2.021, 0.066], [-0.842, -1.428, -2.476], [1.370, -0.190, -0.312], [0.130, 0.069, 0.559], [-6.398, 0.267, -1.068], [-2.550, 3.548, -2.338], [0.310, 1.174, 0.525], [-2.028, -1.295, -0.324], [-0.723, -1.887, 1.179], [1.653, -4.631, 7.199], [-1.470, -0.221, 0.205], [-0.286, 1.242, 1.165], [2.274, 1.325, -3.099], [0.837, -2.476, -4.842], [-0.192, -1.334, 0.233], [-0.884, -0.887, 0.093], [4.637, 4.392, -0.290], [3.144, 3.166, 0.073], [1.063, -0.802, -1.923], [0.053, 0.428, -0.018], [-0.267, -0.533, 1.228], [0.124, 0.086, -0.178], [0.904, -0.489, 0.067], [6.640, 1.075, 1.535], [-0.413, -1.263, 0.328], [-7.289, -5.495, -0.646], [1.486, 1.646, 0.262], [0.495, 0.613, 0.393], [0.520, 2.097, 7.107]], "largest_force_ha_per_bohr": 0.178, "spin_multiplicity": 5, "orbital_gap_ha": [0.173, 0.353], "total_energy_ev": -172822.834, "total_charge": -3, "homo_energy_ha": [0.071, -0.109], "s2": 6.008}



Record 4
{"formula": "C32H37N4O3", "method": "ωB97M-V with the def2-TZVPD basis set", "elements": ["H", "H", "H", "N", "H", "C", "H", "N", "H", "H", "C", "H", "C", "C", "C", "H", "N", "N", "H", "C", "H", "H", "H", "C", "C", "O", "H", "C", "H", "C", "C", "H", "H", "C", "H", "H", "C", "C", "C", "C", "H", "C", "C", "C", "H", "C", "H", "C", "C", "H", "C", "H", "H", "C", "O", "C", "H", "H", "H", "H", "C", "C", "H", "H", "C", "C", "O", "H", "H", "H", "C", "H", "C", "C", "H", "H"], "coordinates": [[-4.864381, 2.246094, -3.834668], [-2.136147, -3.572121, -0.002887], [-0.234618, -1.902220, 4.233892], [-1.956304, 1.432861, -2.470871], [3.569629, -2.527529, 4.489133], [-0.124160, -0.297674, 0.893701], [6.352342, 4.205078, 3.205542], [-6.356120, -4.332031, -1.476789], [-3.953098, 2.947148, -0.923803], [2.623219, 4.412364, -2.647508], [-4.060774, 1.950791, -1.378665], [-0.047750, 0.721171, 0.499175], [0.443402, 1.831028, -3.104453], [1.283016, 0.760738, -2.755097], [-3.778706, 2.374791, -3.870870], [3.264738, 0.173850, -2.117754], [2.100489, -1.816823, 3.223331], [0.766822, -0.652086, 1.832704], [-6.238270, -1.764392, -2.210812], [0.929726, 3.138410, -3.046879], [-0.121775, -3.533001, 3.505912], [-0.955395, 0.644588, -4.144064], [1.257284, 1.088484, 2.892083], [5.580542, 3.578377, 2.754328], [-3.027446, -1.797155, -0.945417], [-6.220252, -5.513118, -1.073636], [2.109126, -2.839339, 0.774999], [2.689585, -2.899028, 3.965994], [-1.845376, 0.040307, -1.145335], [-3.153169, 1.852575, -2.598689], [-1.124591, -1.159008, 0.457466], [-3.571850, 3.445247, -3.978608], [4.151167, 2.511161, -2.090502], [-0.973750, 1.584713, -3.570357], [1.871794, 1.475383, 0.490583], [0.360454, -3.130004, 0.604577], [1.769770, 0.304579, 2.296798], [-4.177887, -1.355941, -1.672357], [-4.183623, -3.902046, -0.488213], [2.258153, 3.387089, -2.687447], [6.974751, 2.474997, 1.516488], [1.185416, -3.074461, 1.320132], [-5.315840, -3.411282, -1.171638], [3.254918, 2.914443, 2.566288], [-1.251226, 2.422225, -4.230608], [5.929769, 2.611560, 1.802367], [2.977598, -3.708721, 3.287958], [3.111401, 2.319716, -2.373617], [-5.324385, -2.111993, -1.727008], [3.955413, 4.477384, 3.875891], [2.571539, 0.946422, 1.154936], [-1.268681, -2.088219, 1.007032], [-1.219252, -2.318939, 2.814716], [2.614587, 1.011271, -2.390314], [3.613230, -0.199889, 3.873141], [2.626621, -0.554526, 3.233037], [-4.159611, -0.379666, -2.155085], [-4.236224, -4.897328, -0.045749], [3.044871, 0.150033, 0.555064], [5.201099, 1.046019, 0.479638], [-3.036269, -3.138622, -0.445588], [-0.246875, -2.464011, 3.291130], [1.287785, -4.053259, 1.804031], [1.975001, -3.303188, 4.688862], [4.239276, 3.732414, 3.130587], [4.946254, 1.799826, 1.229796], [-7.340117, -3.953061, -2.150334], [-5.112775, 1.830046, -1.659665], [0.255565, 3.958474, -3.307351], [-3.799751, 1.215645, -0.608337], [3.619167, 1.912317, 1.659796], [-3.401657, 1.866063, -4.762936], [-1.965917, -0.902289, -0.610160], [0.922088, -2.008410, 2.396131], [2.203392, 3.026293, 2.849238], [0.893032, -0.260599, -2.782396]], "forces_ev_per_angstrom": [[0.194, 0.086, -0.032], [-0.364, 0.200, -0.067], [-0.063, -0.137, -0.225], [0.253, 0.668, 0.041], [-0.115, 0.035, -0.087], [1.624, -0.192, 1.489], [-0.262, -0.219, -0.136], [-3.008, -2.649, -0.499], [0.002, -0.203, -0.234], [-0.038, -0.255, -0.039], [0.223, -0.184, 0.055], [0.023, -0.356, 0.116], [0.070, -0.158, 0.454], [0.214, 0.522, 0.075], [0.071, -0.045, -0.183], [-0.183, 0.309, -0.170], [0.237, 0.711, -0.255], [-1.616, 0.899, -1.991], [0.405, -0.124, -0.032], [0.248, -0.152, 0.032], [-0.089, 0.332, 0.023], [-0.212, 0.294, -0.053], [0.346, -0.423, -0.242], [-0.231, -0.266, -0.102], [-1.437, -1.611, -0.468], [-0.195, 2.458, -0.737], [-0.215, -0.090, 0.097], [-0.061, -0.513, 0.085], [-0.102, 0.012, -0.172], [0.053, 0.340, -0.043], [-1.538, -0.903, -1.029], [-0.058, -0.071, -0.013], [-0.409, -0.073, -0.134], [-0.486, -0.228, -0.207], [0.167, -0.116, 0.066], [0.263, -0.115, 0.134], [0.289, 0.470, 0.725], [1.057, 0.388, 0.706], [-0.597, -0.165, -0.555], [-0.038, -0.291, 0.067], [-0.335, 0.124, 0.049], [0.206, 0.229, -0.239], [2.031, 1.454, 0.053], [0.508, -0.083, 0.029], [0.000, -0.403, 0.048], [-0.163, 0.151, -0.006], [0.112, 0.097, 0.138], [-0.308, 0.067, 0.092], [-0.584, -1.349, 0.030], [0.131, -0.169, -0.266], [0.008, -0.060, -0.305], [0.042, 0.494, -0.294], [0.161, -0.105, 0.219], [-0.238, -0.042, -0.030], [-1.601, -0.409, -1.074], [1.199, 0.143, 0.810], [-0.008, -0.329, 0.278], [0.134, 0.278, -0.329], [-0.169, 0.243, 0.204], [0.023, 0.193, 0.314], [-0.135, 0.957, 0.183], [-0.096, 0.306, 0.132], [0.011, 0.276, -0.176], [0.134, 0.067, 0.039], [-0.033, -0.119, -0.230], [-0.174, 0.067, 0.492], [2.153, -0.368, 1.379], [0.199, -0.018, 0.134], [0.289, -0.173, 0.081], [-0.031, 0.233, -0.137], [0.076, 0.228, -0.061], [-0.006, 0.101, 0.161], [1.392, 0.299, 1.337], [0.074, -0.892, 0.501], [0.412, 0.065, 0.026], [0.170, 0.261, -0.043]], "largest_force_ha_per_bohr": 0.079, "orbital_gap_ha": 0.227, "total_energy_ev": -45877.870, "total_charge": 1, "homo_energy_ha": -0.413}